The following is a DFT calculation (ωB97M-V/def2-TZVPD) of C12H12B2NO24S2 as an isolated structure in a non-equilibrium geometry.

Properties
DFT total energy = -86300.01494 eV
Lowest unoccupied orbital energy = 0.0482 Ha
Orbital gap = 8.07 eV
HOMO energy = -6.757 eV
Charge = -1
Strongest force on any atom = 0.1438 Eh/bohr

Last column: Löwdin charge in e.
CARTESIAN COORDINATES (ANGSTROEM)
N (-0.1284, 1.2704, 1.0250)  0.3047
H (-0.9754, 0.7231, 1.0805)  0.0558
H (-0.1822, 2.1838, 1.4525)  0.0735
H (0.1347, 1.3409, 0.0524)  0.0925
H (0.5712, 0.6632, 1.4277)  0.0913
O (-3.1474, -3.8007, -4.1881)  0.0788
C (-2.4338, -2.7365, -4.0379)  -0.2836
O (-1.5320, -2.6596, -3.0784)  0.2150
B (-0.5664, -1.5709, -3.2399)  -0.7700
O (-1.1515, -0.7990, -4.3659)  0.2185
C (-2.1284, -1.5138, -4.9321)  -0.3494
O (-2.6692, -1.2589, -6.0017)  0.1236
O (0.8220, -2.0064, -3.4754)  0.2652
C (1.6669, -1.3106, -2.8315)  -0.3821
O (2.8913, -1.2033, -3.0498)  0.0955
C (0.8322, -0.4570, -1.8490)  -0.3840
O (-0.3901, -0.7852, -1.9188)  0.2409
O (1.2732, 0.4398, -1.1150)  0.0635
O (-2.4738, 0.1501, 0.9079)  0.1030
C (-2.9730, -0.7837, 0.3315)  -0.3172
O (-3.0319, -2.0737, 0.7474)  0.2293
B (-3.9107, -2.8746, -0.1591)  -0.8125
O (-4.3929, -1.9066, -1.1358)  0.2176
C (-3.7365, -0.6842, -0.9839)  -0.3471
O (-3.8260, 0.2681, -1.6645)  0.1961
O (-4.9724, -3.5382, 0.6457)  0.2611
C (-4.8339, -4.7671, 0.6798)  -0.4184
O (-5.3312, -5.5330, 1.5485)  0.0704
C (-3.6406, -5.1235, -0.2288)  -0.3286
O (-3.1804, -4.0415, -0.7881)  0.2145
O (-3.0968, -6.2416, -0.5513)  0.0499
C (4.1094, -2.6430, 2.3472)  -0.2369
C (5.2320, -1.9676, 1.7835)  -0.2757
O (4.7761, -0.7986, 1.2361)  -0.1505
S (3.6596, -0.1439, 2.2476)  0.8340
O (2.5363, 0.4411, 1.4985)  -0.2556
O (4.3801, 0.5491, 3.3869)  -0.2653
O (3.1498, -1.6777, 2.6885)  -0.1628
H (4.5601, -3.1569, 3.1963)  0.1358
H (3.7448, -3.4532, 1.7157)  0.1439
H (5.6989, -2.5981, 1.0269)  0.1533
H (5.9562, -1.8697, 2.5923)  0.1348
C (1.3306, 6.5624, 0.4879)  -0.2003
C (0.2090, 7.0506, 1.3384)  -0.2129
O (-0.4293, 6.0794, 2.1753)  -0.1644
S (0.7128, 4.8910, 2.3293)  0.7448
O (0.0843, 3.6128, 2.5594)  -0.2360
O (1.8245, 5.1645, 3.1453)  -0.1957
O (1.3444, 5.1655, 0.7470)  -0.1830
H (2.2465, 7.0311, 0.8478)  0.1252
H (1.3198, 6.9186, -0.5422)  0.1374
H (-0.4708, 7.7073, 0.7957)  0.1359
H (0.5386, 7.7654, 2.0925)  0.1263